No. 1
Here is an isolated ion of composition FHNO3P and charge -2 from the Open Molecules 2025 dataset. Energies are from ωB97M-V/def2-TZVPD.

```
7
Properties=species:S:1:pos:R:3
N -0.21 -0.90 1.02
O 1.31 0.46 -0.61
O -0.18 1.65 1.26
O -1.16 0.66 -0.96
F -0.44 -2.02 0.01
P -0.23 0.55 0.23
H 0.91 -0.39 -0.95
```

Computed properties:
**SMILES string**: [O-]P([O-])(O)=NF
**Lowest unoccupied orbital energy**: 7.7 eV
**Charge**: -2
**HOMO-LUMO gap**: 6.20 eV
**Energy relative to the best compared isomer or geometry (same formula, charge and spin)**: 14.1 kcal per mole


No. 2
Here is FHNO4S2 as an isolated structure from the Open Molecules 2025 dataset. Energies are from ωB97M-V/def2-TZVPD.

```
9
Properties=species:S:1:pos:R:3
N -0.83 0.53 -0.47
O -0.88 2.92 -0.06
O 1.91 1.66 -0.31
O 2.04 -0.61 -1.24
O 1.41 -0.23 1.13
F 3.72 0.22 0.34
S -0.25 1.69 0.35
S 2.04 0.23 -0.07
H -0.25 -0.32 -0.41
```

Computed properties:
**Lowest unoccupied orbital energy**: 3.8 eV
**Charge**: -1
**HOMO-LUMO gap**: 9.54 eV
**Energy relative to the best compared isomer or geometry (same formula, charge and spin)**: 0.0 kcal per mole


No. 3
Here is FHNOS as an isolated structure from the Open Molecules 2025 dataset. Energies are from ωB97M-V/def2-TZVPD.

```
5
Properties=species:S:1:pos:R:3
N 0.38 0.07 0.44
O 1.52 0.81 0.29
F 0.71 -1.41 -0.24
S -0.92 0.79 -0.54
H -1.68 -0.25 0.05
```

Computed properties:
**Lowest unoccupied orbital energy (spin up / spin down)**: 3.9 / 3.9 eV
**Charge**: -1
**HOMO-LUMO gap (spin up / spin down)**: 7.06 / 7.06 eV
**Energy relative to the best compared isomer or geometry (same formula, charge and spin)**: 58.2 kcal per mole


No. 4
Here is FIZn as an isolated structure from the Open Molecules 2025 dataset. Energies are from ωB97M-V/def2-TZVPD.

```
3
Properties=species:S:1:pos:R:3
Zn -0.43 -0.43 0.79
I 1.93 0.31 0.02
F -1.50 0.13 -0.81
```

Computed properties:
**2S+1**: 2
**Lowest unoccupied orbital energy (spin up / spin down)**: 3.6 / 3.2 eV
**Charge**: -1
**HOMO-LUMO gap (spin up / spin down)**: 6.30 / 7.97 eV


No. 5
Here is a 3-piece molecular cluster, FN2O3S overall from the Open Molecules 2025 dataset. Energies are from ωB97M-V/def2-TZVPD.

```
7
Properties=species:S:1:pos:R:3
N -0.22 1.13 -1.15
N 0.38 -1.78 1.38
O 0.95 0.99 -1.31
O 0.46 -0.62 1.76
O 0.57 -2.77 2.08
F -0.62 2.73 -1.83
S -1.52 0.34 -0.93
```

Computed properties:
**Lowest unoccupied orbital energy (spin up / spin down)**: 1.3 / 1.3 eV
**Charge**: -1
**HOMO-LUMO gap (spin up / spin down)**: 3.93 / 3.93 eV
**Energy relative to the best compared isomer or geometry (same formula, charge and spin)**: 42.6 kcal per mole


No. 6
Here is one molecule with the formula FNO3S from the Open Molecules 2025 dataset. Energies are from ωB97M-V/def2-TZVPD.

```
6
Properties=species:S:1:pos:R:3
N -1.56 -0.16 -0.34
O -0.38 -0.47 -0.65
O -1.83 0.68 0.48
O 1.54 -0.80 1.02
F 2.00 1.25 -0.33
S 1.39 -0.26 -0.34
```

Computed properties:
**Lowest unoccupied orbital energy**: -1.0 eV
**HOMO-LUMO gap**: 9.23 eV
**Energy relative to the best compared isomer or geometry (same formula, charge and spin)**: 28.8 kcal per mole


| no. | E (a.u.) |
| --- | --- |
| 1 | -722.2613 |
| 2 | -1252.6181 |
| 3 | -628.5512 |
| 4 | -2176.9824 |
| 5 | -833.0946 |
| 6 | -778.3701 |